ORCA calculation (ωB97M-V/def2-TZVPD) on C22H15Cl3FN2O2Ru as an isolated structure.

## Properties
Charge = 0
Largest force on an atom = 0.1 eV/A
Orbital gap (alpha / beta) = 8.085 / 6.938 eV
Energy relative to the best compared isomer or geometry (same formula, charge and spin) = 1.5 kcal per mole
2S+1 = 2
HOMO (alpha / beta) = -0.285 / -0.282 Ha

Atoms and positions in Å:
Cl: 2.92 -0.43 -0.44
H: 0.64 -0.46 -4.11
C: -0.36 -0.07 2.67
C: -3.92 -1.09 3.16
H: -4.57 -1.43 3.96
H: 2.72 0.60 2.07
C: 3.08 1.18 -1.14
H: 1.04 -2.97 0.12
H: 3.47 4.67 -2.63
C: 1.41 0.61 3.83
H: 5.19 0.91 -1.47
H: -3.32 -1.55 -2.97
C: -1.73 -0.43 2.37
C: -0.02 -0.91 -3.39
C: -4.43 -0.87 1.87
Cl: 0.77 4.30 -1.91
C: -0.40 -2.14 -1.28
C: 4.34 1.57 -1.56
H: -0.52 0.38 4.71
C: 1.76 0.44 2.54
C: 1.92 1.96 -1.21
Cl: 6.03 3.38 -2.65
H: -5.48 -1.03 1.67
H: -3.99 -0.30 -0.15
O: 0.75 1.58 -0.80
C: -2.22 -0.26 1.05
C: 0.10 -2.43 0.04
F: -1.87 -0.33 -4.70
C: -2.26 -1.56 -2.73
C: -2.59 -0.86 3.39
C: -1.36 -0.92 -3.60
H: -0.65 -2.77 0.75
H: -2.19 -1.03 4.38
N: 0.07 0.29 3.90
C: -1.79 -2.14 -1.60
C: 3.37 3.68 -2.20
C: 2.13 3.24 -1.77
C: -3.60 -0.47 0.85
H: -2.48 -2.61 -0.90
C: 0.48 -1.53 -2.21
N: 0.66 0.01 1.83
C: 4.47 2.84 -2.10
Ru: 0.44 -0.36 -0.18
H: 1.54 -1.75 -2.18
O: -1.49 0.11 0.03
H: 1.97 0.94 4.69

***

ORCA calculation (ωB97M-V/def2-TZVPD) on one molecule with the formula C22H15N3O2 at a distorted geometry.

## Properties
Charge = 0
Structure (SMILES) = N#Cc1ccccc1C(=O)NC(=O)NC1c2ccccc2-c2ccccc21
Largest force on an atom = 3.2 eV/A
Orbital gap = 7.533 eV
Energy relative to the best compared isomer or geometry (same formula, charge and spin) = 1.0 kcal per mole
2S+1 = 1
HOMO = -0.300 Ha

Atoms and positions in Å:
N: -0.66 -0.46 0.90
C: 0.20 3.82 -0.01
C: -1.08 -1.84 0.70
H: 1.93 -5.24 0.21
C: 0.18 -2.94 2.78
C: 0.85 4.44 -1.13
C: -0.84 -2.26 -0.72
C: 1.83 -4.62 2.26
C: 1.17 -3.84 3.19
C: 1.41 -4.61 0.93
H: -0.94 4.24 1.79
C: -0.02 -3.41 -0.76
C: -0.42 4.67 0.94
H: 0.30 -0.22 0.63
H: -2.15 -2.03 0.92
C: -1.35 -1.73 -1.93
H: -1.87 2.57 0.91
H: 2.66 -5.26 2.61
H: -2.01 -0.88 -1.94
H: 0.89 -4.97 -2.03
H: -0.34 -2.39 3.56
N: 2.03 3.11 -3.04
C: 0.31 6.67 -0.21
H: -1.34 -1.89 -4.06
O: -2.69 0.53 1.24
C: 0.03 2.36 0.17
C: -0.19 -3.49 -3.17
H: 0.33 7.78 -0.34
H: 1.53 -3.87 4.24
C: -0.99 -2.33 -3.13
C: 0.29 -4.07 -1.98
H: 0.09 -3.99 -4.10
H: -0.98 6.65 1.52
C: -0.45 6.04 0.81
N: -1.13 1.91 0.76
C: 0.43 -3.67 0.56
C: -1.50 0.62 1.01
C: -0.18 -2.82 1.44
C: 1.48 3.69 -2.21
O: 0.90 1.58 -0.14
H: 1.36 6.31 -2.03
C: 0.92 5.84 -1.16

***

ORCA calculation (ωB97M-V/def2-TZVPD) on C22H16BiBrCl5NO4S as an isolated structure at a distorted geometry.

## Properties
Charge = 0
Largest force on an atom = 3.9 eV/A
Orbital gap = 8.519 eV
Energy relative to the best compared isomer or geometry (same formula, charge and spin) = 12.0 kcal per mole
2S+1 = 1
HOMO = -0.340 Ha

Atoms and positions in Å:
H: 5.95 -2.11 2.48
H: -0.94 -0.06 3.31
H: 0.93 -0.86 1.07
C: 5.47 -2.18 3.47
H: 5.17 -3.28 3.46
H: 4.92 0.10 2.01
H: 3.20 -2.50 4.89
C: -2.27 -1.57 -3.74
C: -4.49 -2.29 -5.24
C: -3.40 -2.18 -3.10
C: 4.25 -0.11 2.80
C: -3.45 -1.63 -5.87
H: -1.23 1.26 1.08
H: -1.50 -0.88 -5.71
H: 0.52 1.67 1.33
C: 4.33 -1.24 3.60
C: -1.05 -1.25 0.36
O: 1.06 2.64 2.96
Br: -5.95 -2.95 -6.11
C: -1.99 1.83 -1.97
O: -1.45 -1.55 -0.88
Cl: -3.78 3.81 -1.15
H: -3.59 -1.45 -6.92
H: 0.59 -0.04 -0.37
C: 2.18 -0.70 4.60
O: -1.72 -1.65 1.31
Cl: -1.32 5.63 -1.13
S: 0.72 1.51 3.72
C: 2.14 0.49 3.84
C: 3.23 -1.54 4.45
C: -2.23 3.14 -1.57
C: 0.14 -0.32 0.57
H: 3.06 1.67 2.37
C: -2.32 -1.30 -5.08
C: 0.36 2.18 -2.12
Cl: 1.41 4.69 -1.94
C: -0.26 0.82 1.38
O: 0.09 1.68 5.00
H: 1.24 -0.99 5.10
C: 3.16 0.76 2.97
C: -1.13 3.96 -1.59
C: 0.16 3.51 -1.85
C: -4.48 -2.59 -3.85
Cl: -3.39 0.82 -2.12
Cl: 1.86 1.47 -2.53
Bi: -0.46 -0.98 -2.64
H: -3.52 -2.38 -2.06
H: -5.39 -2.98 -3.43
N: -0.32 0.64 2.82
H: 6.22 -2.05 4.25
C: -0.72 1.33 -2.23

***

ORCA calculation (ωB97M-V/def2-TZVPD) on C22H16Br6F2O8 as an isolated structure at a distorted geometry.

## Properties
Charge = 0
Largest force on an atom = 6.7 eV/A
Orbital gap = 8.368 eV
Energy relative to the best compared isomer or geometry (same formula, charge and spin) = 22.4 kcal per mole
2S+1 = 1
HOMO = -0.349 Ha

Atoms and positions in Å:
C: 0.44 3.33 0.30
Br: -5.52 -1.54 1.21
H: -3.06 -2.00 0.66
H: 1.23 0.52 1.90
C: -3.44 -4.21 -2.00
H: -2.48 -4.43 -1.54
O: -5.55 -5.15 -2.24
C: 0.23 -5.85 -0.71
H: 3.43 1.15 1.20
O: -1.11 -3.17 0.84
Br: -0.82 -0.57 7.23
C: 5.68 5.29 -1.06
H: -2.31 0.27 5.39
C: -2.53 -0.19 6.36
H: 6.51 4.68 -0.73
C: -5.53 -4.62 -1.08
Br: -3.41 -1.93 6.01
H: -0.47 3.88 0.09
C: 0.44 -4.75 -1.75
C: 2.67 1.75 0.72
H: -0.53 -6.61 -0.92
C: 1.40 1.37 1.25
H: -0.65 1.98 1.48
F: 1.32 -6.53 -0.54
H: 4.72 8.31 -2.46
Br: -3.05 0.60 0.32
H: 0.30 -5.10 -2.77
C: 1.85 4.96 -1.08
C: 3.45 6.78 -1.73
O: -4.34 -3.94 -0.94
C: 0.31 2.21 1.05
O: 5.20 2.62 -0.21
H: 6.87 6.92 -1.74
C: -4.24 -5.24 -2.74
H: -3.82 -6.22 -2.53
H: 1.44 -4.36 -1.55
Br: -2.77 -1.30 2.95
H: -4.05 -5.15 -3.81
C: 1.72 3.73 -0.27
C: 4.70 7.30 -2.07
C: 4.21 3.36 -0.38
O: -6.44 -4.71 -0.21
Br: -3.84 0.92 7.51
O: -0.08 -5.07 0.45
F: -3.35 -3.09 -2.78
H: 2.68 7.51 -1.95
C: 3.29 5.50 -1.16
C: -0.59 -4.00 0.07
C: -3.56 -1.14 1.11
C: 5.86 6.55 -1.66
C: 4.44 4.74 -0.90
O: 0.79 5.56 -1.33
O: -0.49 -3.87 -1.26
C: 2.84 2.96 -0.01

***

ORCA calculation (ωB97M-V/def2-TZVPD) on one molecule with the formula C22H16BrClN2O3.

## Properties
Charge = 0
Structure (SMILES) = O=C(CNC(=O)c1ccc(Cl)cc1)Nc1ccc(Br)cc1C(=O)c1ccccc1
Largest force on an atom = 0.6 eV/A
Orbital gap = 8.680 eV
Energy relative to the best compared isomer or geometry (same formula, charge and spin) = 3.9 kcal per mole
2S+1 = 1
HOMO = -0.317 Ha

Atoms and positions in Å:
C: -1.27 -1.03 -1.66
C: 1.98 0.57 4.07
C: 3.31 0.46 4.49
H: 3.91 -0.38 4.20
C: 1.15 -3.39 -5.24
O: 0.12 -0.63 3.24
C: 0.44 -3.40 -4.05
Br: -4.08 1.54 -3.32
C: 3.09 2.50 5.73
C: 1.76 2.62 5.34
H: 0.96 -2.81 2.07
H: 2.51 -2.77 1.17
C: -1.18 -0.58 -0.34
C: 1.59 -2.18 -5.76
H: 3.09 -0.81 2.24
C: -2.13 -0.39 -2.54
N: -0.30 -1.17 0.57
H: 4.88 1.34 5.65
N: 2.14 -1.12 2.37
O: -0.75 -3.32 -1.49
C: 3.86 1.42 5.32
H: -1.92 0.80 1.12
C: 0.93 -1.63 0.27
C: 0.63 -1.01 -3.90
H: -3.47 1.92 -0.45
O: 1.44 -1.60 -0.83
H: 0.45 -0.09 -3.37
H: 1.17 3.45 5.67
C: -2.91 0.67 -2.10
C: 1.22 1.65 4.52
H: 0.09 -4.33 -3.62
C: 1.34 -1.00 -5.09
H: 2.14 -2.17 -6.69
C: -0.59 -2.29 -2.11
H: 0.19 1.71 4.21
Cl: 3.78 3.70 6.76
C: 1.66 -2.18 1.50
H: 1.70 -0.06 -5.49
H: -0.51 -1.06 1.56
C: -2.85 1.10 -0.78
C: -1.98 0.48 0.09
C: 1.32 -0.44 3.20
C: 0.17 -2.22 -3.38
H: -2.22 -0.73 -3.56
H: 1.35 -4.31 -5.76

***

ORCA calculation (ωB97M-V/def2-TZVPD) on a 2-piece molecular cluster, C22H16Cl2NO2 overall at a distorted geometry.

## Properties
Charge = +1
Largest force on an atom = 1.8 eV/A
Orbital gap = 5.648 eV
2S+1 = 1
HOMO = -0.416 Ha

Atoms and positions in Å:
C: -4.73 1.09 -2.04
C: -2.01 -0.24 1.61
H: -1.56 2.24 -2.38
C: 2.14 2.03 -1.90
H: 2.37 3.09 -1.95
C: 1.86 -1.77 3.57
C: 0.51 0.22 -1.69
C: -0.79 -0.30 -1.35
H: -5.29 -0.99 -1.88
C: 2.45 -0.90 2.63
H: 0.01 -2.59 4.37
H: -3.89 3.06 -2.30
C: 1.57 -0.71 -1.86
C: 0.27 -0.33 1.79
C: 2.88 -0.29 -1.99
C: 3.17 1.09 -2.01
H: -0.72 1.13 0.43
N: -1.68 -1.16 2.58
C: 0.47 -1.94 3.63
H: -2.94 -1.79 -1.67
H: -0.80 -1.35 -1.02
H: -3.03 -0.04 1.33
O: 4.68 -1.43 3.35
C: -3.16 -0.72 -1.78
H: 1.33 -1.78 -1.87
H: 2.52 -2.32 4.24
H: 5.34 0.08 1.73
C: 0.82 1.60 -1.72
H: 3.69 -1.01 -2.09
H: 2.09 0.52 1.02
C: -0.31 -1.24 2.72
C: -0.83 0.25 1.06
C: 1.66 -0.17 1.74
Cl: -6.34 1.65 -2.06
C: -4.47 -0.29 -1.90
C: -2.35 1.55 -2.13
O: 4.37 0.07 1.67
C: -2.06 0.19 -1.79
H: 0.05 2.36 -1.57
Cl: 4.79 1.61 -2.14
C: 3.93 -0.81 2.62
C: -3.67 2.00 -2.16
H: -2.36 -1.66 3.16

***

ORCA calculation (ωB97M-V/def2-TZVPD) on C22H16Cl3F5N3OPdS2 as an isolated structure at a distorted geometry.

## Properties
Charge = +1
Largest force on an atom = 1.4 eV/A
Orbital gap (alpha / beta) = 5.927 / 5.928 eV
Energy relative to the best compared isomer or geometry (same formula, charge and spin) = 8.1 kcal per mole
2S+1 = 1
HOMO (alpha / beta) = -0.404 / -0.404 Ha

Atoms and positions in Å:
Cl: -5.55 -0.02 -0.18
C: -3.33 0.59 -3.40
C: -0.51 -1.75 0.88
Pd: 1.90 -2.42 -0.67
H: -3.19 -2.94 -0.41
F: 7.07 -2.10 -0.05
C: -1.87 0.79 -1.53
H: 1.76 3.61 1.53
Cl: -3.10 4.30 0.00
Cl: -3.59 0.62 -5.11
H: -5.39 0.17 -2.96
C: -2.69 2.24 2.47
N: 0.04 -2.62 0.04
H: 2.90 -4.21 -2.38
H: -0.88 1.00 -1.13
C: -2.61 0.52 0.84
H: 1.74 -5.01 -1.56
H: 0.14 2.19 3.03
C: -2.75 -0.88 1.46
C: -0.99 -3.24 -0.62
H: -3.76 -1.28 1.34
H: -2.53 -0.85 2.53
F: 6.36 2.35 1.25
H: 0.03 -1.10 1.56
H: -1.55 0.80 0.91
F: 8.08 0.30 0.72
C: 4.88 -1.23 0.08
H: 1.33 -4.01 -2.79
C: -0.18 2.82 2.21
C: 5.89 1.17 0.87
N: 1.96 -4.12 -2.00
C: -4.18 0.31 -1.19
C: 4.52 0.98 0.74
C: -1.54 2.97 1.83
C: -2.16 -2.73 -0.16
C: 0.68 3.54 1.44
F: 3.69 2.01 1.01
H: -3.43 2.93 2.87
O: -3.40 1.44 1.53
C: 6.76 0.14 0.59
N: -1.83 -1.79 0.80
F: 4.38 -2.47 -0.26
C: -4.40 0.34 -2.56
C: 6.25 -1.08 0.20
H: -1.24 1.03 -3.57
C: 3.99 -0.22 0.33
C: -1.66 3.83 0.78
H: -0.84 -4.00 -1.36
S: -0.14 4.44 0.24
H: -2.31 1.63 3.30
S: 2.23 -0.34 0.07
C: -2.92 0.54 -0.65
C: -2.06 0.82 -2.90

***

ORCA calculation (ωB97M-V/def2-TZVPD) on one molecule with the formula C22H16ClFN2O4 at a distorted geometry.

## Properties
Charge = 0
Structure (SMILES) = O=C(Nc1ccc(F)cc1)OC[C@]1(c2ccccc2)OC(=O)Nc2ccc(Cl)cc21
Largest force on an atom = 4.7 eV/A
Orbital gap = 8.781 eV
Energy relative to the best compared isomer or geometry (same formula, charge and spin) = 47.7 kcal per mole
2S+1 = 1
HOMO = -0.311 Ha

Atoms and positions in Å:
H: -3.11 -0.96 -0.85
H: -0.89 1.58 2.86
H: 1.24 -0.86 -0.58
H: -5.28 -1.42 -1.92
O: -1.05 4.04 0.70
C: 1.03 0.67 1.96
C: 0.16 0.53 4.22
F: -5.52 -5.37 -4.20
O: -0.23 1.96 0.46
C: 2.10 1.86 0.04
C: -4.70 -2.27 -2.28
C: 0.50 0.02 -0.61
C: -4.80 -4.36 -3.58
H: -6.56 -3.29 -3.06
H: 5.32 3.90 -0.42
C: -3.32 -2.57 -2.05
O: -0.51 -1.91 -2.20
H: -0.41 0.94 5.08
C: 2.17 3.16 0.57
H: -3.02 -5.54 -3.66
C: 4.35 3.36 -0.34
H: 3.37 4.97 0.66
C: 0.85 1.08 0.44
H: 3.24 0.19 -0.83
C: -5.40 -3.31 -2.98
Cl: 5.90 1.15 -1.11
C: -0.17 3.23 0.88
C: -2.74 -3.72 -2.67
H: -1.68 -3.96 -2.87
C: -1.23 -1.39 -1.38
C: 1.28 -0.20 4.51
C: 4.41 1.97 -0.62
C: 2.26 0.05 2.37
H: 1.54 -0.38 5.56
C: 3.25 3.95 0.35
H: 3.14 -0.15 1.81
C: -0.04 0.94 2.96
C: -3.52 -4.62 -3.33
N: -2.60 -1.57 -1.49
H: 0.58 0.47 -1.58
H: 3.37 -0.87 3.95
O: -0.83 -0.51 -0.50
H: 0.90 4.70 1.34
C: 2.34 -0.48 3.67
C: 3.22 1.27 -0.50
N: 1.05 3.73 1.21